Molecular formula: C4H5F2NO4
Method: DFT, ωB97M-V with the def2-TZVPD basis set

Calculated values
E_tot (eV): -19338.7815
Charge: 0
ΔE to the lowest compared entry with this formula, charge and spin (eV): 0.352

```
16
Properties=species:S:1:pos:R:3:lowdin_charge:R:1
F 1.292 1.084 1.765 0.108
F 0.556 2.009 0.108 0.033
O -2.185 1.379 -1.310 0.121
O -0.362 -2.353 -1.072 0.111
O -0.509 -0.546 0.216 -0.039
O -2.440 0.039 1.776 0.076
N -2.580 1.251 -0.181 0.039
C 1.385 0.987 0.453 -0.373
C -2.315 0.919 0.988 -0.455
C 0.840 -0.244 -0.282 -0.039
C -0.905 -1.720 -0.242 -0.372
H 1.448 -1.089 -0.087 0.123
H -1.766 1.890 1.327 0.202
H -1.934 -1.957 0.044 0.155
H 0.897 0.031 -1.335 0.148
H 2.377 1.279 0.081 0.163
```